Entry 1:
50
Properties=species:S:1:pos:R:3:forces:R:3 method="wB97M-V/def2-TZVPD" e_homo_ev=-6.7 homo_lumo_gap_ha=0.2603 de_lowest_kj_mol=0.00 charge=-1 multiplicity=1 lumo_ha=0.015
Be -0.2048 1.1752 -0.5706 -1.9537 0.4686 -1.6278
F -0.9382 0.4487 -2.6214 1.4179 0.7341 3.2556
N -0.6210 2.1684 1.4938 3.0482 0.6398 0.4821
S 0.5156 3.0626 2.3861 5.8582 -0.0270 -1.7369
O 1.2297 2.4052 3.4643 -2.3479 0.5099 -0.0917
O 0.3798 4.4901 2.3520 -0.7313 -1.4837 0.4507
F 1.6692 2.7900 1.2957 -0.3297 0.1464 -0.9392
S -1.7883 2.4482 2.4806 -6.7530 0.2171 0.2736
O -2.3563 3.7653 2.3987 1.2176 -0.5467 0.9972
O -1.7181 1.7879 3.7661 0.3330 0.4319 -1.3818
F -2.8762 1.6982 1.5930 0.1218 -1.0980 0.4656
N -1.6918 5.0272 -0.1742 2.9643 -0.5177 -2.6155
S -0.4006 4.8737 -1.3025 1.0852 3.3785 0.9803
O -0.5280 5.5978 -2.5464 -0.3621 -1.4518 0.8338
O 0.3272 3.6168 -1.3185 -0.4538 -0.4246 0.3881
F 0.5882 5.8849 -0.5493 -0.3045 -0.8995 0.3821
S -2.7073 4.1578 -1.0063 -2.8409 0.7729 0.9734
O -2.3055 2.7887 -1.0657 -0.1963 -1.2778 -0.3319
O -3.2179 4.8132 -2.1705 -0.2101 -0.8025 0.1510
F -3.9324 4.2030 0.0357 0.7397 -0.1702 -0.6213
C 2.7936 -2.7584 0.3358 -1.5869 0.7058 0.7789
C 1.8777 -1.9141 -0.5584 0.5748 0.9196 -2.7890
C 1.4516 -2.6817 -1.8500 0.2363 0.5632 0.4712
C 0.3769 -3.6735 -1.6091 -0.2206 -1.5425 0.3276
C -0.8670 -3.0017 -1.0364 2.2617 0.4245 0.0452
C -0.5347 -2.1100 0.2432 -1.5482 -1.9057 -0.4086
N 0.6608 -1.3229 0.0303 0.0900 1.0817 -1.5950
O 0.9901 -0.4522 1.0896 -0.1472 -0.5603 0.3651
C -1.7982 -1.2305 0.2668 0.7900 0.4930 0.9895
C -0.4255 -3.0823 1.4798 0.4668 0.5645 -0.7385
C 2.7195 -0.7375 -1.1400 0.6406 -0.7997 0.9753
H 2.9842 -2.1248 1.2058 0.4658 -0.2460 0.1857
H 3.7373 -3.0168 -0.1363 -0.1819 -0.0955 -0.0828
H 2.2116 -3.6119 0.6835 0.4993 -0.3486 -0.0074
H 1.0590 -1.9993 -2.6078 0.1564 0.4298 0.2151
H 2.3374 -3.1416 -2.2915 0.0931 -0.0446 0.1421
H 0.7383 -4.4926 -0.9788 -0.0073 -0.0433 0.1681
H 0.1654 -4.1408 -2.5740 -0.3416 -0.1044 0.0559
H -1.6172 -3.7391 -0.7585 -0.2614 0.2812 -0.1455
H -1.1161 -2.3434 -1.8702 -0.9009 0.1802 0.3650
H -1.9706 -0.8018 -0.7225 0.1612 0.2948 0.0366
H -2.6931 -1.7983 0.5198 0.1014 -0.1260 0.0582
H -1.6741 -0.4742 1.0472 -0.2765 0.2368 -0.0633
H 0.1229 -3.9765 1.1794 -0.5256 -0.3138 -0.1686
H 0.2023 -2.7416 2.3062 -0.3711 0.5863 0.1346
H -1.4342 -3.2847 1.8329 0.1823 -0.3050 0.1551
H 2.2014 -0.2320 -1.9533 -0.0323 0.2351 0.2155
H 3.6481 -1.1775 -1.5105 -0.1186 -0.0485 -0.4715
H 3.1036 -0.0985 -0.3430 -0.5034 0.4465 -0.0661
H 1.3258 -1.0426 1.7793 0.0012 0.4408 0.5642

Entry 2:
40
Properties=species:S:1:pos:R:3:forces:R:3 method="wB97M-V/def2-TZVPD" e_homo_ev=-14.4 homo_lumo_gap_ha=0.2220 de_lowest_kj_mol=1271.40 charge=+2 multiplicity=1 lumo_ha=-0.308
Na 3.2225 -0.2519 1.8355 4.7191 -5.0407 1.7858
Na 2.6764 2.1990 0.9508 7.1634 14.1928 -4.6686
Na 1.1128 1.5325 2.6259 -0.3192 2.7664 6.8347
C 0.9638 0.0608 0.7091 2.4942 -3.5990 -0.5461
O 2.0004 0.8474 1.2582 -7.6330 -10.2888 -3.0381
H 0.9328 -0.1893 -0.3513 0.5267 1.0217 0.7913
H 1.0089 -0.9664 1.0708 0.6336 0.8019 0.5482
H -0.0130 0.4341 1.0169 5.0433 -4.3502 -5.0166
Br -3.9211 4.7545 2.2599 0.9840 -1.1479 -0.8219
C -2.8165 3.2597 1.4054 -0.2945 0.7736 0.9781
C -2.0742 2.5914 2.5900 -0.9648 -0.1085 -1.1717
Br -0.8885 1.1559 1.7852 -11.3922 5.9650 5.2581
H -2.1878 3.6608 0.6105 0.2312 0.4216 0.4668
H -3.5250 2.6305 0.8667 -0.1009 -0.2490 0.6104
H -2.8009 2.1074 3.2425 0.3128 0.0736 0.1188
H -1.3538 3.2137 3.1209 -0.4550 0.2203 -0.0631
Br 1.4550 -2.2927 -1.5877 2.6069 -3.1059 1.2951
C 1.5630 -3.4182 0.1066 -1.1290 -0.0136 -0.5978
C 0.3813 -3.0438 1.0085 -1.0715 -1.0478 -0.5875
Br -1.3856 -3.3877 0.0813 1.5847 -1.7794 1.3985
H 2.5263 -3.4415 0.6160 0.1790 0.7509 -0.2024
H 1.4801 -4.4191 -0.3172 -0.3552 0.0752 0.1935
H 0.3124 -1.9978 1.3072 -0.3566 -1.2828 -0.1235
H 0.3332 -3.6292 1.9267 0.1794 -0.2788 -0.1812
Br 0.1074 1.8551 -1.3610 0.0135 1.9159 -0.1302
C 1.1040 0.7322 -2.5743 2.3493 0.7663 0.0000
C 2.4989 0.6359 -1.9619 0.2250 -0.5089 -1.5066
Br 3.6571 -0.2926 -3.2976 -0.3730 0.4780 0.6349
H 1.1105 1.2133 -3.5524 -0.0990 -0.1664 0.2279
H 0.6395 -0.2539 -2.5707 1.0801 1.1674 -0.7916
H 2.3642 -0.0504 -1.1259 1.1511 0.5791 -0.1052
H 2.9824 1.6008 -1.8090 -0.1026 -0.1280 0.2158
Br -3.8563 -1.5906 -0.9886 1.4811 1.0418 0.3414
C -2.0625 -0.6939 -0.5612 -0.3145 -0.2736 -1.0610
C -1.0102 -1.0124 -1.7287 -3.5300 1.0529 1.3678
Br -1.4252 0.0636 -3.2877 -2.2138 -1.0929 -0.9018
H -1.7592 -1.1260 0.3924 -0.1735 -0.0259 -0.3906
H -2.2438 0.3526 -0.3159 -0.2487 -0.0289 -1.0117
H -1.1231 -2.0735 -1.9511 0.1323 0.6053 -0.4288
H 0.0140 -0.7702 -1.4450 -1.9637 -0.1527 0.2789

Entry 3:
38
Properties=species:S:1:pos:R:3:forces:R:3 method="wB97M-V/def2-TZVPD" e_homo_ev="-12.0 / -13.6" homo_lumo_gap_ha="0.0938 / 0.1060" charge=+2 multiplicity=5 lumo_ha="-0.347 / -0.395"
I -4.0548 -0.7558 -4.6674 -1.9066 1.3069 0.6989
I -1.9438 -2.2369 -5.5008 1.8599 -1.3222 -0.7645
Co -0.0110 0.0972 0.1528 2.3838 0.5297 3.0123
P 0.8838 1.8455 -0.9813 1.3688 2.5093 -1.0698
C 0.4475 2.2381 -2.6972 -0.5639 -0.5813 -0.2033
C 0.5588 3.3905 -0.0777 -0.7968 -0.4818 0.4940
H 1.0795 4.2277 -0.5667 -0.0899 -0.4106 -0.0318
H 3.1459 2.6766 -1.3016 -0.3648 -0.2431 0.0468
H 0.8711 3.3142 0.9756 -0.1293 0.0931 -0.3904
H 3.0000 1.5283 0.0881 0.0789 0.1052 -0.3558
H -0.6381 2.3876 -2.7636 0.1975 0.0656 -0.0670
H -0.5278 3.5389 -0.1244 0.2344 0.3219 0.2057
C 2.6935 1.7376 -0.9472 -0.0075 -1.0494 0.2215
H 0.9525 3.1470 -3.0603 -0.0354 -0.3027 0.4016
H 2.9970 0.9013 -1.5920 0.2097 0.2690 0.1673
H 0.7088 1.3998 -3.3553 0.0004 0.1895 0.0711
P -0.8516 -1.7890 1.1079 -0.9802 -2.2543 1.7048
C -2.0063 -2.9024 0.2640 -0.0934 0.3260 -0.7640
C 0.5105 -2.8339 1.6947 0.6863 0.4271 -0.6471
H -1.0768 -0.7340 3.2839 -0.3647 -0.2812 -0.1545
H -2.0316 -2.2680 3.1861 0.1904 0.1366 -0.3765
H -2.5980 -0.7731 2.3475 0.0461 -0.0766 0.4134
C -1.7209 -1.3592 2.6490 -0.0123 0.9669 -0.3373
H 1.2256 -2.1971 2.2366 -0.1470 -0.3235 -0.1105
H 0.1318 -3.6330 2.3509 -0.0838 0.3242 -0.2871
H -2.3319 -3.7342 0.9086 0.3040 0.4036 -0.0191
H -1.5414 -3.3128 -0.6412 -0.1044 -0.0153 0.1742
H 1.0066 -3.2676 0.8151 0.0434 -0.0707 0.3761
H -2.8904 -2.3293 -0.0456 0.0894 -0.1894 0.0817
C -0.9217 -0.3298 -1.3392 -2.8645 -1.3436 -4.6459
O -1.4597 -0.6439 -2.3171 2.1779 1.2579 3.9266
Cl 3.0423 0.5049 3.8131 -0.3200 0.4734 -0.0322
C 1.5293 1.4422 3.7262 0.1263 -0.3171 0.1868
Cl 1.7365 3.2058 3.8130 0.1457 -0.4447 -0.2583
C 0.7018 1.0791 2.4812 -1.2975 1.5162 1.6357
O -0.4689 1.4937 2.4223 1.6286 -1.1301 -1.0453
O 1.2872 0.3397 1.5937 -1.6048 -0.4265 -2.1704
H 0.9439 1.1650 4.6020 -0.0043 0.0421 -0.0874

Entry 4:
58
Properties=species:S:1:pos:R:3:forces:R:3 method="wB97M-V/def2-TZVPD" e_homo_ev="-7.8 / -7.8" homo_lumo_gap_ha="0.1389 / 0.1471" de_lowest_kj_mol=1123.65 charge=-1 multiplicity=6 lumo_ha="-0.149 / -0.141"
Mn -25.9871 -30.3915 -32.1686 -0.4581 1.1895 -0.3669
N -25.6588 -27.6674 -30.6600 5.8292 -2.0221 -1.3076
S -26.5520 -26.6714 -30.0280 -9.5539 6.5672 2.5608
O -26.5362 -25.2949 -30.5757 1.7975 -2.0819 1.7285
O -26.9726 -26.8303 -28.6412 1.3650 -0.2029 -1.9356
F -27.7754 -27.1309 -30.8570 -2.2826 -1.4925 -0.4882
S -24.2621 -26.7791 -30.3151 4.8697 -0.5279 -0.4162
O -24.0503 -26.5770 -28.8784 -0.6482 -0.5268 -2.8336
O -23.8241 -25.7655 -31.2569 -1.2024 -1.8507 1.4819
F -23.3285 -28.0670 -30.7420 -0.3486 0.6506 0.4978
N -29.0746 -31.4794 -31.9137 0.9122 -0.4761 4.6892
S -29.9450 -31.8377 -30.4814 -0.5984 -3.0468 5.5334
O -29.6488 -33.2042 -30.0198 0.3878 2.5144 -1.3412
O -31.3676 -31.5039 -30.2379 3.6365 0.5421 -1.4363
F -29.0920 -30.9032 -29.4480 -0.4813 -0.3738 -1.2684
S -30.3325 -31.5424 -32.7659 -3.6746 2.2253 -7.3140
O -31.0407 -30.3021 -32.8432 0.4086 -0.0909 0.2812
O -31.1350 -32.7099 -32.8196 0.4146 -1.0019 0.8658
F -29.5483 -31.6102 -34.1569 0.3635 0.0374 -0.0817
N -24.6248 -30.1002 -35.1209 0.3458 1.4590 -2.4068
S -24.6602 -28.8542 -36.2910 -4.0272 5.6408 -0.1369
O -24.9847 -29.0685 -37.6984 2.4221 -1.1523 1.7218
O -23.9228 -27.6600 -35.8786 -0.4863 -2.7957 -0.6335
F -26.1864 -28.4291 -35.9471 0.1447 -0.0509 1.3420
S -23.6588 -30.9935 -36.0298 2.4276 -3.7580 -0.8235
O -22.4034 -30.3686 -36.4340 -2.0218 -0.2390 0.4910
O -24.3019 -31.8754 -36.9884 0.6823 1.2340 1.6665
F -23.2098 -31.9125 -34.8108 -0.0443 -0.5712 0.1275
C -25.1969 -33.5219 -26.6615 0.0358 -0.0192 1.2344
C -23.8468 -33.1004 -27.2305 0.9479 -1.1640 -0.8518
C -22.6500 -33.6382 -26.3833 -0.8802 -0.1828 1.6285
C -22.3091 -35.1382 -26.3168 -0.1504 0.0317 -2.0092
C -22.0892 -35.5931 -27.7712 -0.6077 1.7483 -0.1316
C -23.3607 -35.2052 -28.7553 4.2498 0.1506 0.3656
N -23.6388 -33.7010 -28.5986 3.5618 -0.9237 1.9370
O -24.5754 -33.2405 -29.4758 -1.4128 -0.3783 -0.2921
C -22.6232 -35.3475 -30.1345 -1.7685 -0.6860 0.6550
C -24.4880 -36.1762 -28.5521 -2.1487 1.7540 0.3739
C -23.6279 -31.5877 -27.2600 -0.4754 0.6611 -0.1748
H -25.1288 -34.5679 -26.3625 -0.2399 -0.0095 -0.1333
H -26.1130 -33.3552 -27.2280 0.2076 -0.0073 -0.5413
H -25.4034 -32.9878 -25.7341 0.1567 0.1771 0.1154
H -21.8326 -32.9556 -26.6157 0.4726 -0.6809 -0.1680
H -22.8508 -33.4810 -25.3236 -0.4195 0.9360 0.1309
H -23.0814 -35.7760 -25.8870 -0.5286 0.3817 0.1262
H -21.4709 -35.3007 -25.6392 0.3583 0.1337 -0.3260
H -21.6845 -36.6021 -27.8506 -0.7454 -0.3026 -0.2980
H -21.3239 -34.9619 -28.2228 0.3566 0.0785 0.3572
H -23.3338 -35.2131 -30.9501 0.0741 -0.0990 -0.1660
H -21.7694 -34.6878 -30.2886 -0.1654 -0.0521 0.3710
H -22.3388 -36.3966 -30.0532 0.4079 -0.0231 -0.8306
H -25.3076 -35.6184 -29.0052 -0.7014 -0.5013 -0.5814
H -24.5726 -37.2031 -28.9077 0.8891 0.2228 -0.2171
H -24.8349 -36.1204 -27.5203 0.4221 -0.5546 0.2337
H -22.6935 -31.2545 -27.7117 0.1985 -0.5316 -0.0316
H -23.6278 -31.2076 -26.2384 -0.0043 -0.1069 0.1363
H -24.3810 -30.9929 -27.7769 -0.3883 -0.3492 -0.0724
H -25.2892 -33.6572 -28.9874 -1.8817 0.4975 -1.0372